{
  "formula": "C7H5P",
  "method": "wB97M-V/def2-TZVPD",
  "total_charge": 0,
  "smiles": "C1=Cc2pcccc21",
  "orbital_gap_ev": 7.361,
  "homo_ev": -7.886,
  "elements": ["C", "C", "C", "P", "C", "C", "C", "C", "H", "H", "H", "H", "H"],
  "positions_angstrom": [[0.761, -1.225, 1.544], [-0.561, -1.430, 1.697], [-1.000, -0.610, 0.556], [-2.162, 0.146, -0.361], [-1.055, 1.089, -1.452], [0.286, 1.183, -1.434], [1.177, 0.518, -0.498], [0.661, -0.334, 0.372], [1.627, -1.550, 2.089], [-1.141, -1.960, 2.431], [-1.597, 1.640, -2.210], [0.769, 1.799, -2.181], [2.235, 0.735, -0.554]]
}

***

{
  "formula": "C6H10F3NO2S2",
  "method": "wB97M-V/def2-TZVPD",
  "total_charge": 0,
  "multiplicity": 3,
  "s2": 2.009,
  "orbital_gap_ev": [5.588, 6.826],
  "homo_ev": [-4.914, -10.698],
  "elements": ["C", "C", "C", "C", "C", "C", "N", "O", "O", "F", "F", "F", "S", "S", "H", "H", "H", "H", "H", "H", "H", "H", "H", "H"],
  "positions_angstrom": [[-1.321, 0.144, -0.096], [-0.592, -1.134, 0.088], [-0.514, 1.089, -1.068], [0.774, -0.963, 0.831], [0.769, 1.426, -0.469], [5.185, -0.660, -0.282], [3.051, 0.353, 0.905], [4.276, 1.790, -0.740], [5.217, 1.285, 1.492], [6.221, -0.538, -1.115], [4.288, -1.439, -0.970], [5.660, -1.462, 0.700], [1.934, 0.008, -0.227], [4.423, 0.904, 0.373], [-2.266, -0.128, -0.351], [-1.384, 0.593, 0.988], [-1.173, -1.852, 0.678], [-0.195, -1.458, -0.925], [-0.491, 0.667, -2.091], [-1.204, 1.997, -1.175], [0.767, -0.349, 1.666], [1.198, -1.916, 1.084], [1.391, 2.061, -1.074], [0.518, 1.969, 0.522]]
}

***

{
  "formula": "CHO3PS",
  "method": "wB97M-V/def2-TZVPD",
  "total_charge": 0,
  "orbital_gap_ev": [7.263, 8.510],
  "homo_ev": [-9.439, -10.218],
  "elements": ["C", "O", "O", "O", "P", "S", "H"],
  "positions_angstrom": [[-1.354, 0.042, -0.330], [0.606, 1.995, -1.218], [0.971, -1.412, 1.924], [1.260, -0.346, -0.346], [0.103, 0.847, -0.484], [0.692, -1.654, 0.543], [-2.278, 0.527, -0.090]]
}

***

{
  "formula": "C3H9NO3S2",
  "method": "wB97M-V/def2-TZVPD",
  "total_charge": 0,
  "smiles": "O=S(O)(O)=S.[H]/N=C\\CC",
  "orbital_gap_ev": 9.787,
  "homo_ev": -9.306,
  "elements": ["O", "S", "O", "O", "S", "H", "H", "H", "N", "C", "C", "C", "H", "H", "H", "H", "H", "H"],
  "positions_angstrom": [[-4.093, -2.526, -1.808], [-2.834, -1.985, -1.409], [-2.671, -0.740, -2.313], [-3.173, -1.368, 0.012], [-1.248, -3.032, -1.517], [-1.881, -0.161, -1.902], [-4.147, -1.107, 0.025], [-0.855, 1.631, -0.721], [-0.843, 0.687, -1.082], [0.208, 0.036, -0.775], [1.508, 0.653, -0.190], [2.024, 0.195, 1.152], [0.049, -1.032, -0.835], [1.101, 1.824, -0.095], [2.312, 0.520, -0.928], [2.121, -0.923, 1.481], [3.077, 0.594, 1.353], [1.441, 0.712, 2.058]]
}

***

{
  "formula": "C12H14N2O2",
  "method": "wB97M-V/def2-TZVPD",
  "total_charge": 0,
  "orbital_gap_ev": 9.899,
  "homo_ev": -9.364,
  "elements": ["O", "O", "N", "C", "C", "C", "C", "C", "C", "C", "N", "C", "C", "C", "C", "C", "H", "H", "H", "H", "H", "H", "H", "H", "H", "H", "H", "H", "H", "H"],
  "positions_angstrom": [[-1.013, 0.300, -1.794], [1.122, -0.781, 1.533], [1.478, 3.490, 2.126], [-0.230, -0.019, -0.967], [0.860, -0.532, 0.426], [0.536, 4.377, 1.829], [1.464, 2.222, 1.557], [-0.227, 4.242, 0.771], [-0.178, 2.956, 0.094], [0.598, 1.875, 0.483], [0.647, 0.670, -0.201], [-2.055, -1.385, 1.038], [0.460, -2.772, -2.587], [-1.032, -2.222, 0.223], [1.088, -2.450, -1.171], [0.132, -1.508, -0.450], [0.499, 5.387, 2.190], [2.198, 1.571, 1.970], [-0.810, 5.068, 0.413], [-0.873, 2.916, -0.792], [-2.553, -1.971, 1.774], [-1.668, -0.542, 1.679], [-2.733, -0.974, 0.284], [0.094, -3.808, -2.541], [1.268, -2.900, -3.325], [-0.327, -2.141, -2.964], [-0.553, -2.903, 0.907], [-1.526, -2.794, -0.581], [1.320, -3.346, -0.558], [2.013, -2.027, -1.364]]
}

***

{
  "formula": "CHO3Rb",
  "method": "wB97M-V/def2-TZVPD",
  "total_charge": 0,
  "orbital_gap_ev": 8.043,
  "homo_ev": -8.583,
  "elements": ["Rb", "O", "C", "O", "O", "H"],
  "positions_angstrom": [[-14.815, -25.057, 12.772], [-11.800, -25.797, 14.524], [-12.175, -24.816, 13.716], [-11.336, -24.429, 12.916], [-13.300, -24.319, 13.802], [-10.895, -25.880, 14.217]]
}

***

{
  "formula": "C20H20Cl2N2O2S",
  "method": "wB97M-V/def2-TZVPD",
  "total_charge": 0,
  "smiles": "Cc1c(C(=O)c2cccc(Cl)c2Cl)c2ccsc2n1CCN1CCOCC1",
  "orbital_gap_ev": 7.807,
  "homo_ev": -7.924,
  "elements": ["C", "C", "C", "C", "O", "C", "C", "C", "C", "C", "Cl", "C", "Cl", "C", "C", "C", "S", "C", "N", "C", "C", "N", "C", "C", "O", "C", "C", "H", "H", "H", "H", "H", "H", "H", "H", "H", "H", "H", "H", "H", "H", "H", "H", "H", "H", "H", "H"],
  "positions_angstrom": [[-1.964, 0.363, 1.062], [-0.857, 0.539, 0.060], [-0.986, 0.995, -1.275], [-2.190, 1.327, -2.073], [-3.078, 0.447, -2.065], [-2.184, 2.282, -3.186], [-2.699, 1.861, -4.422], [-2.732, 2.740, -5.511], [-2.142, 4.003, -5.396], [-1.605, 4.429, -4.197], [-0.965, 6.040, -4.152], [-1.590, 3.569, -3.080], [-0.810, 4.231, -1.631], [0.382, 1.027, -1.787], [1.009, 1.050, -3.090], [2.313, 0.624, -2.959], [2.860, 0.380, -1.294], [1.220, 0.643, -0.789], [0.490, 0.424, 0.405], [1.074, -0.100, 1.641], [1.049, -1.632, 1.535], [1.383, -2.212, 2.865], [0.318, -2.190, 3.911], [0.830, -2.587, 5.317], [1.471, -3.902, 5.182], [2.569, -3.869, 4.226], [2.164, -3.451, 2.825], [-2.086, -0.672, 1.351], [-2.925, 0.773, 0.682], [-1.676, 0.948, 1.960], [-3.103, 0.851, -4.603], [-3.147, 2.388, -6.474], [-2.091, 4.682, -6.250], [0.468, 1.268, -4.007], [2.977, 0.448, -3.782], [2.077, 0.253, 1.774], [0.514, 0.259, 2.505], [1.705, -1.964, 0.750], [0.011, -1.936, 1.298], [-0.448, -2.920, 3.596], [-0.146, -1.167, 3.986], [1.540, -1.883, 5.758], [-0.004, -2.627, 6.019], [3.380, -3.200, 4.557], [2.973, -4.881, 4.106], [1.562, -4.266, 2.394], [3.090, -3.383, 2.258]]
}

***

The following relative energy (zero: lowest compared OMol25 entry of this formula, charge and spin) values (in eV) correspond, in order, to the records above: 0.000, 0.806, 4.313, 0.893, 3.491, 2.140, 2.491.